An isolated ion of composition C39H41N4O2 and charge +1 at a distorted geometry, computed with ωB97M-V/def2-TZVPD.

Last column: Löwdin charge in e.
Cartesian coordinates (Å):
O1 2.025487 0.109046 -0.736823  -0.011
O2 -1.021542 -0.156175 -1.563391  -0.141
N1 -3.874538 1.497414 -0.545701  0.051
N2 -2.117693 2.263829 -1.583344  0.037
N3 1.838830 -2.852095 1.275092  -0.026
N4 3.622813 -2.086443 0.277479  0.069
C1 4.937590 -1.587344 -1.699177  -0.196
C2 4.620830 -1.285825 -0.372327  -0.141
C3 -1.288993 1.260894 1.982406  -0.155
C4 3.899351 -3.394846 0.698941  0.002
C5 -2.550827 -1.040302 0.163925  -0.153
C6 6.506321 0.206054 -0.242040  0.008
C7 -3.092537 -1.898186 -0.797400  -0.050
C8 -3.817513 -3.026183 -0.408552  -0.057
C9 -2.251043 0.908864 4.185882  -0.076
C10 2.801288 -3.856608 1.318125  -0.008
C11 -3.619972 -2.385594 1.898312  -0.052
C12 6.808069 -0.032989 -1.586683  -0.253
C13 -2.900337 -1.259048 1.497673  -0.047
C14 6.021989 -0.941567 -2.304353  0.011
C15 -2.012944 2.453297 1.881233  -0.047
C16 0.517897 -2.999183 1.864942  -0.010
C17 -5.502105 4.628275 -1.794988  -0.053
C18 5.431293 -0.434737 0.384792  -0.190
C19 -3.160020 4.398162 -2.489873  0.018
C20 0.432875 -0.295696 1.047730  -0.061
C21 -1.242885 0.626100 3.243883  -0.051
C22 -0.632142 0.666062 0.690464  -0.183
C23 -3.164109 3.165802 -1.843666  -0.136
C24 -2.553798 1.296572 -0.746271  -0.060
C25 1.588002 -0.555417 0.238055  -0.402
C26 5.193250 -0.241005 1.845970  -0.027
C27 7.974057 0.665385 -2.228796  -0.049
C28 -1.655820 0.139418 -0.307798  -0.262
C29 4.140374 -2.587350 -2.469217  -0.026
C30 -5.472643 3.379879 -1.142734  0.014
C31 2.332609 -1.775362 0.635767  -0.076
C32 -0.810090 2.428245 -2.189867  0.037
C33 -3.170770 1.923965 3.927581  -0.087
C34 -4.271526 2.681961 -1.196936  -0.137
C35 -4.363051 5.131443 -2.456072  -0.052
C36 -2.993077 2.761865 2.821596  -0.074
C37 -0.481255 -1.443809 -1.883977  -0.057
C38 -4.086347 -3.275828 0.936621  -0.070
C39 -4.824897 0.761748 0.263816  0.035
H1 3.077344 -2.316810 -2.498157  0.082
H2 -0.262014 -2.574522 1.216760  0.076
H3 4.510413 -2.606804 -3.499422  0.084
H4 -4.189118 -3.704929 -1.172747  0.111
H5 -0.127421 1.509732 0.185037  0.133
H6 -2.751872 -0.462160 2.215685  0.081
H7 -4.660682 -4.151976 1.242329  0.111
H8 6.252805 -1.158051 -3.352986  0.122
H9 5.964226 0.429192 2.236733  0.082
H10 -4.410941 6.105899 -2.948754  0.115
H11 8.916846 0.424110 -1.718289  0.088
H12 -4.002170 2.092411 4.611849  0.108
H13 -0.026252 2.391028 -1.428332  0.099
H14 -6.423408 5.215765 -1.788079  0.114
H15 0.543179 -1.255220 -2.220679  0.086
H16 2.589420 -4.806298 1.780194  0.131
H17 4.840140 -3.880275 0.503345  0.144
H18 -4.917245 -0.281276 -0.054570  0.101
H19 -1.049415 -1.885656 -2.719745  0.096
H20 4.218221 0.217827 2.043119  0.087
H21 -4.564005 0.815888 1.326029  0.101
H22 -2.950892 -1.687398 -1.857920  0.120
H23 7.854207 1.756229 -2.183550  0.088
H24 -3.830361 -2.516813 2.961031  0.114
H25 -0.481931 -2.141657 -1.027981  0.095
H26 0.318005 -4.067983 1.991640  0.098
H27 -0.513702 -0.146609 3.497911  0.105
H28 5.250680 -1.178601 2.412119  0.087
H29 7.118996 0.897124 0.345371  0.126
H30 0.465765 -2.522931 2.855771  0.102
H31 -3.603857 3.655903 2.687708  0.112
H32 -5.791254 1.241347 0.108121  0.086
H33 8.067167 0.371167 -3.279204  0.077
H34 0.666988 -0.426125 2.107013  0.082
H35 -0.823352 3.415566 -2.659125  0.086
H36 -1.748717 3.175637 1.106807  0.126
H37 -2.257083 4.761098 -2.983733  0.113
H38 -2.303197 0.319952 5.105776  0.114
H39 -0.618496 1.666937 -2.957386  0.117
H40 4.229440 -3.603304 -2.064189  0.082
H41 -6.336908 2.969896 -0.615802  0.112

Forces on the atoms, in the same order (eV/Å):
-0.335 -0.921 -0.070
-0.368 -0.261 0.379
0.330 0.249 -0.168
-0.548 0.022 0.346
0.353 -0.034 -0.127
-1.122 -0.723 0.670
0.111 0.335 0.059
1.033 0.067 -0.486
0.781 -0.276 -0.165
-0.160 0.830 -0.241
0.141 -0.020 -0.152
-0.383 -0.265 -0.091
0.135 -0.267 0.070
-0.197 0.195 -0.104
0.640 0.247 -0.312
-0.534 0.208 0.129
-0.024 0.358 -0.258
-0.191 -0.091 0.125
-0.182 0.138 0.025
-0.077 0.139 0.404
-0.141 -0.065 0.251
-0.670 -0.559 0.323
0.061 -0.709 0.262
0.052 0.002 -0.307
-0.678 0.436 -0.135
2.021 -0.944 -0.573
-0.816 0.261 0.050
1.371 1.705 1.719
0.890 0.064 -0.041
-0.663 0.622 -1.199
-1.389 1.999 0.688
0.027 0.342 0.394
0.166 0.091 -0.138
-1.294 -0.766 -0.627
-0.175 -0.134 -0.518
-0.183 0.736 -0.437
1.534 -0.676 -0.065
0.572 0.244 -0.387
-0.216 0.062 0.060
-0.243 -0.507 0.773
0.639 -0.502 -0.024
0.159 -0.050 0.178
0.305 -0.125 0.057
0.210 -0.209 0.143
-0.527 -0.325 0.345
0.160 -0.056 0.076
0.459 -0.005 0.300
-0.167 -0.119 0.152
-0.011 0.144 0.143
-0.354 -0.094 0.042
0.283 -0.642 -0.099
0.184 0.215 -0.186
-0.065 0.081 0.409
-0.188 -0.109 0.088
0.023 -0.380 0.199
-0.244 0.018 -0.115
0.270 0.047 -0.099
-0.090 -0.032 -0.387
0.353 -0.224 0.018
-0.103 -0.111 0.191
0.058 0.070 -0.031
0.033 0.181 0.005
0.102 0.321 0.098
0.136 0.159 0.364
0.074 -0.079 -0.018
-0.053 0.004 -0.266
0.011 -0.164 0.339
-0.001 -0.251 -0.032
-0.088 -0.018 -0.342
0.026 0.379 -0.417
0.222 0.095 -0.013
-0.460 0.134 -0.363
-0.046 0.089 -0.146
-0.166 -0.263 -0.225
0.013 -0.120 -0.461
0.147 -0.238 0.132
0.147 -0.138 0.162
0.044 0.104 0.185
-0.515 -0.560 -0.431
0.228 -0.243 0.159
-0.438 -0.357 -0.202
-0.472 0.078 0.122
0.008 0.301 -0.283
-0.129 0.283 0.405
-0.044 0.189 -0.042
0.241 0.387 -0.254

## Properties
Structure (SMILES)   CO[C@](c1ccccc1)(c1n(C)c2ccccc2[n+]1C)[C@H](/C=C(\[O-])c1n(-c2c(C)cc(C)cc2C)cc[n+]1C)c1ccccc1
LUMO level   -2.3 eV
Total charge   +1
Energy above the lowest of the compared OMol25 structures with the same formula, charge and spin   42.21 kJ/mol